Entry from the OMol25 dataset: a 24-piece molecular cluster, C72H192O24 overall in a non-equilibrium geometry (the ωB97M-V functional and the def2-TZVPD basis).

Calculated values
Energy above the lowest of the compared OMol25 structures with the same formula, charge and spin (eV): 0.000
Energy (eV): -126917.711
Multiplicity: 1
Orbital gap (Ha): 0.3427
HOMO energy (Eh): -0.3371

Last column: Mulliken charge in e.
CARTESIAN COORDINATES (ANGSTROEM)
1 C -10.96 -18.12 26.82  -0.9024
2 C -10.78 -18.07 28.33  0.2496
3 C -9.77 -19.11 28.82  -1.0243
4 O -10.38 -16.76 28.70  -0.4190
5 H -11.20 -19.10 26.45  0.4389
6 H -10.04 -17.71 26.31  -0.0809
7 H -11.79 -17.47 26.48  0.3524
8 H -11.74 -18.30 28.79  0.3856
9 H -10.17 -20.10 28.64  0.5057
10 H -9.66 -19.02 29.92  0.3552
11 H -8.83 -18.90 28.34  -0.0484
12 H -10.47 -16.54 29.60  0.2399
13 C -2.42 -25.11 28.23  -1.8400
14 C -3.36 -23.98 28.57  0.6814
15 C -3.50 -23.85 30.10  -1.3555
16 O -2.80 -22.80 28.00  1.2661
17 H -1.42 -24.99 28.64  0.3334
18 H -2.35 -25.33 27.17  0.2419
19 H -2.78 -26.01 28.73  0.4503
20 H -4.32 -24.21 28.15  0.4307
21 H -4.14 -24.70 30.44  0.4173
22 H -3.92 -22.89 30.48  0.0130
23 H -2.52 -23.94 30.52  0.4287
24 H -3.41 -22.07 28.14  -0.7301
25 C 0.95 -21.63 29.88  -1.5932
26 C -0.32 -21.66 29.04  1.3905
27 C -0.68 -20.23 28.64  0.9201
28 O -0.03 -22.45 27.89  -0.5764
29 H 1.31 -22.61 30.12  0.4713
30 H 0.76 -21.10 30.81  0.3602
31 H 1.74 -21.13 29.27  0.0939
32 H -1.14 -22.08 29.62  -0.4112
33 H -0.78 -19.53 29.48  -0.0994
34 H -1.64 -20.19 28.11  -0.6934
35 H 0.13 -19.82 28.03  -0.2194
36 H -0.89 -22.73 27.47  0.1734
37 C -4.21 -22.04 19.82  -0.7822
38 C -2.89 -22.79 19.67  0.5444
39 C -1.79 -21.85 19.10  -1.3695
40 O -2.36 -23.38 20.80  -0.4097
41 H -5.06 -22.66 19.72  0.4557
42 H -4.25 -21.36 18.98  0.0080
43 H -4.22 -21.47 20.75  0.1276
44 H -3.00 -23.60 18.92  0.2823
45 H -2.05 -21.34 18.14  0.4476
46 H -0.89 -22.47 18.94  0.3503
47 H -1.62 -21.02 19.78  0.2444
48 H -1.81 -22.71 21.25  0.1718
49 C -1.33 -14.92 31.55  -0.9744
50 C 0.02 -15.00 30.84  0.3600
51 C 0.33 -16.55 30.66  -0.9115
52 O -0.11 -14.25 29.67  0.0066
53 H -1.37 -15.50 32.48  0.4753
54 H -2.09 -15.35 30.82  -0.2144
55 H -1.74 -13.90 31.71  0.3932
56 H 0.88 -14.59 31.44  0.2439
57 H -0.45 -17.24 30.30  -0.2791
58 H 0.50 -16.88 31.71  0.6099
59 H 1.25 -16.71 30.06  0.1108
60 H 0.68 -14.36 29.17  -0.0533
61 C 2.45 -13.21 26.58  0.4262
62 C 3.11 -13.47 27.87  0.6460
63 C 3.19 -12.23 28.71  -1.2884
64 O 2.47 -14.50 28.65  -0.6843
65 H 2.13 -14.14 26.08  -0.4402
66 H 3.14 -12.64 25.92  0.5997
67 H 1.59 -12.58 26.75  -0.7748
68 H 4.09 -13.82 27.65  0.3641
69 H 2.23 -11.75 28.88  -0.1669
70 H 3.86 -11.55 28.13  0.4325
71 H 3.60 -12.40 29.69  0.4644
72 H 2.67 -15.36 28.26  0.0984
73 C -5.15 -8.57 23.03  -1.3034
74 C -5.33 -9.96 23.52  0.0849
75 C -5.21 -11.04 22.44  0.0617
76 O -4.43 -10.20 24.63  -0.4771
77 H -5.64 -7.82 23.60  0.3571
78 H -5.43 -8.44 21.99  0.3717
79 H -4.02 -8.40 23.06  0.1810
80 H -6.30 -10.14 23.98  0.4604
81 H -4.13 -11.09 22.23  0.0206
82 H -5.72 -10.88 21.50  0.3936
83 H -5.49 -11.99 22.95  -0.3025
84 H -3.58 -10.13 24.24  0.1015
85 C 5.18 -16.86 27.13  -1.4020
86 C 4.06 -17.92 27.24  1.0054
87 C 4.15 -18.88 28.43  -1.1802
88 O 2.77 -17.19 27.29  0.5306
89 H 6.22 -17.26 27.00  0.4421
90 H 5.21 -16.17 27.96  0.2905
91 H 4.91 -16.21 26.28  0.1122
92 H 4.04 -18.61 26.36  0.0387
93 H 3.24 -19.50 28.37  0.0335
94 H 4.08 -18.39 29.42  0.3183
95 H 5.10 -19.43 28.40  0.3811
96 H 2.57 -17.04 26.32  -0.3244
97 C 0.19 -9.27 29.19  -1.3627
98 C -0.43 -10.60 29.60  0.5939
99 C -1.91 -10.45 29.83  -1.2314
100 O -0.15 -11.57 28.58  0.8733
101 H 0.16 -8.51 30.03  0.3335
102 H -0.43 -8.89 28.39  0.2700
103 H 1.19 -9.39 28.77  0.3171
104 H -0.06 -10.95 30.57  0.2499
105 H -2.07 -9.90 30.73  0.5293
106 H -2.27 -11.50 30.06  0.0388
107 H -2.42 -10.06 28.96  0.2464
108 H -0.37 -12.46 28.93  -0.2729
109 C -0.56 -17.89 17.61  -1.4715
110 C -1.19 -17.32 18.92  0.8026
111 C -0.29 -17.76 20.10  -0.7113
112 O -1.31 -15.96 18.90  -0.5170
113 H -0.73 -18.96 17.62  0.2382
114 H 0.53 -17.63 17.70  0.4024
115 H -1.03 -17.43 16.78  0.4528
116 H -2.17 -17.74 18.98  -0.1041
117 H 0.08 -18.80 19.98  0.5104
118 H -0.76 -17.66 21.12  -0.1096
119 H 0.65 -17.17 20.11  0.1578
120 H -0.47 -15.57 18.58  0.3036
121 C -5.75 -17.61 23.75  -1.6769
122 C -6.63 -16.72 24.65  1.0057
123 C -8.04 -17.32 24.69  -1.5781
124 O -6.07 -16.65 25.95  1.2053
125 H -4.69 -17.38 23.85  -0.3282
126 H -6.00 -17.45 22.70  0.5246
127 H -5.80 -18.69 23.95  0.2380
128 H -6.71 -15.71 24.24  -0.0075
129 H -8.80 -16.67 25.12  -0.1327
130 H -8.01 -18.21 25.30  0.4853
131 H -8.46 -17.63 23.71  0.3327
132 H -6.62 -16.07 26.43  -1.0235
133 C 0.40 -8.97 24.88  -1.5865
134 C -0.37 -10.13 24.24  0.7335
135 C -1.09 -10.94 25.32  0.1337
136 O -1.36 -9.74 23.35  -0.4214
137 H 1.01 -8.45 24.15  0.4635
138 H 1.11 -9.28 25.65  0.3003
139 H -0.22 -8.20 25.36  0.3847
140 H 0.35 -10.70 23.63  0.0599
141 H -1.73 -10.29 25.89  0.3807
142 H -0.37 -11.43 25.99  -0.2485
143 H -1.71 -11.73 24.82  -0.4468
144 H -1.11 -8.95 22.85  0.2546
145 C -3.72 -22.38 24.03  -1.2622
146 C -2.18 -22.60 24.12  1.5554
147 C -1.85 -24.13 24.09  -1.6409
148 O -1.53 -21.95 23.06  -0.4827
149 H -4.03 -21.32 23.94  0.2296
150 H -4.22 -22.90 24.86  0.2749
151 H -4.15 -22.87 23.11  0.3241
152 H -1.89 -22.12 25.03  -0.3636
153 H -2.45 -24.58 24.85  0.3693
154 H -0.76 -24.30 24.32  0.3036
155 H -2.08 -24.43 23.08  0.3991
156 H -0.57 -22.05 23.20  0.1514
157 C 1.28 -14.37 23.38  -1.4028
158 C 2.11 -15.65 23.30  1.1346
159 C 3.15 -15.65 22.19  -1.9627
160 O 2.80 -15.94 24.52  -0.5071
161 H 0.52 -14.39 24.19  0.0743
162 H 0.84 -14.27 22.40  0.6040
163 H 1.95 -13.52 23.50  0.4215
164 H 1.48 -16.53 23.16  -0.0315
165 H 3.83 -16.49 22.26  0.4130
166 H 3.71 -14.75 22.20  0.4868
167 H 2.68 -15.66 21.22  0.3695
168 H 3.41 -15.21 24.72  0.2491
169 C -6.08 -20.74 26.53  -1.4108
170 C -5.74 -20.40 27.99  1.3238
171 C -6.20 -21.43 28.99  -1.3975
172 O -4.37 -20.31 28.33  1.5344
173 H -5.90 -21.75 26.31  0.4294
174 H -5.59 -20.04 25.84  -0.1237
175 H -7.16 -20.61 26.52  0.4994
176 H -6.19 -19.44 28.22  -0.4904
177 H -6.01 -20.90 29.92  0.2879
178 H -5.68 -22.35 28.87  0.0450
179 H -7.31 -21.53 28.99  0.3433
180 H -4.00 -19.57 27.80  -0.9283
181 C -9.51 -13.97 26.31  -1.5999
182 C -8.43 -13.98 27.33  1.3417
183 C -8.88 -13.32 28.62  -1.4004
184 O -7.96 -15.33 27.56  0.8167
185 H -9.72 -12.94 26.07  0.4752
186 H -10.47 -14.32 26.71  0.3486
187 H -9.27 -14.54 25.38  0.0526
188 H -7.60 -13.39 26.94  -0.1856
189 H -9.07 -12.26 28.42  0.4341
190 H -8.16 -13.49 29.47  0.1318
191 H -9.91 -13.63 28.78  0.3393
192 H -8.70 -15.92 27.81  -0.6850
193 C 1.86 -19.96 22.99  -1.1709
194 C 1.74 -20.75 24.29  0.0501
195 C 0.72 -20.18 25.17  0.4926
196 O 1.38 -22.05 23.91  -0.6046
197 H 2.32 -20.54 22.17  0.4554
198 H 2.42 -19.03 23.18  0.2396
199 H 0.83 -19.70 22.71  0.1035
200 H 2.74 -20.76 24.76  0.3408
201 H 0.75 -20.62 26.19  0.0574
202 H -0.22 -20.42 24.72  -0.2651
203 H 0.94 -19.12 25.23  0.1043
204 H 1.53 -22.70 24.62  0.3183
205 C -7.12 -12.80 19.87  -1.8431
206 C -6.87 -13.93 20.92  2.1314
207 C -8.22 -14.52 21.54  -1.4358
208 O -6.16 -15.01 20.37  -0.0855
209 H -7.75 -13.17 19.10  0.3899
210 H -6.19 -12.46 19.45  0.4250
211 H -7.61 -11.91 20.27  0.4082
212 H -6.38 -13.53 21.78  -1.1223
213 H -8.01 -15.23 22.33  0.1144
214 H -8.76 -14.98 20.74  0.4691
215 H -8.81 -13.70 22.01  0.4195
216 H -5.23 -14.83 20.09  0.0579
217 C -5.27 -18.44 19.86  -0.0859
218 C -5.79 -17.80 18.52  0.9444
219 C -5.97 -18.72 17.29  -1.2940
220 O -7.01 -17.06 18.73  -0.6530
221 H -4.36 -18.99 19.77  -0.0519
222 H -6.03 -19.15 20.29  0.3677
223 H -5.08 -17.58 20.54  -0.3141
224 H -4.96 -17.12 18.24  -0.1235
225 H -7.08 -18.86 17.21  0.3096
226 H -5.55 -19.73 17.44  0.1936
227 H -5.55 -18.22 16.45  0.3752
228 H -6.84 -16.25 19.27  0.4111
229 C -5.35 -14.35 29.79  -0.3934
230 C -5.88 -15.35 30.79  0.5651
231 C -6.08 -16.75 30.26  -0.1460
232 O -5.00 -15.45 31.93  -0.6065
233 H -5.34 -13.32 30.22  0.4789
234 H -5.92 -14.32 28.88  -0.6212
235 H -4.30 -14.58 29.62  0.3325
236 H -6.82 -14.97 31.18  0.1619
237 H -5.09 -17.19 30.01  -0.6242
238 H -6.77 -16.81 29.39  -0.1505
239 H -6.58 -17.37 31.02  0.7551
240 H -4.47 -14.65 31.86  0.2802
241 C -3.85 -13.94 25.06  0.9588
242 C -4.71 -13.43 26.18  2.9621
243 C -3.86 -12.62 27.16  -1.4730
244 O -5.74 -12.63 25.70  -0.6336
245 H -3.40 -13.08 24.51  -0.2884
246 H -4.38 -14.56 24.30  -0.1416
247 H -3.10 -14.62 25.54  -0.6839
248 H -5.21 -14.22 26.78  -1.4960
249 H -3.02 -13.21 27.59  0.1872
250 H -4.48 -12.29 28.00  0.6124
251 H -3.42 -11.75 26.62  -0.2319
252 H -5.28 -11.80 25.39  0.1936
253 C -1.80 -17.14 25.33  -1.7352
254 C -2.47 -17.74 26.56  3.8408
255 C -2.38 -16.81 27.76  -0.2027
256 O -3.83 -18.14 26.34  1.6810
257 H -0.73 -17.00 25.50  0.2933
258 H -2.20 -16.18 24.95  -0.7935
259 H -1.92 -17.83 24.50  0.5392
260 H -1.85 -18.65 26.67  -1.1953
261 H -1.36 -16.51 27.96  0.3895
262 H -2.72 -17.26 28.70  -0.4424
263 H -3.03 -15.92 27.60  -0.8694
264 H -4.43 -17.37 26.33  -1.1289
265 C -2.23 -15.11 22.13  -0.0697
266 C -2.98 -14.18 21.22  2.3750
267 C -2.09 -13.05 20.73  -1.4537
268 O -3.40 -14.94 20.11  -0.7039
269 H -2.69 -16.10 22.22  0.1843
270 H -2.02 -14.72 23.11  -0.3517
271 H -1.21 -15.26 21.71  0.1920
272 H -3.95 -13.82 21.63  -1.0102
273 H -2.61 -12.31 20.09  0.2966
274 H -1.27 -13.41 20.12  0.2567
275 H -1.71 -12.53 21.61  0.1692
276 H -2.61 -15.30 19.68  0.2180
277 C -2.83 -18.55 31.56  0.5412
278 C -4.17 -18.99 32.09  1.8515
279 C -4.18 -20.41 32.66  -1.4506
280 O -4.65 -18.12 33.14  -0.7025
281 H -2.13 -18.52 32.36  0.5992
282 H -2.88 -17.55 31.11  -0.5835
283 H -2.47 -19.24 30.75  -0.6237
284 H -4.88 -18.93 31.24  -0.8853
285 H -3.94 -21.16 31.92  -0.0298
286 H -5.17 -20.62 33.09  0.4718
287 H -3.52 -20.42 33.54  0.4872
288 H -4.69 -17.22 32.82  0.3228

=====

Entry from the OMol25 dataset: a 11-piece molecular cluster, C31H81N3O11 overall in a non-equilibrium geometry (the ωB97M-V functional and the def2-TZVPD basis).

Calculated values
Energy above the lowest of the compared OMol25 structures with the same formula, charge and spin (eV): 0.000
Structure (SMILES): CC1(C)CCCC(C)(C)N1O.CC1(C)CCCC(C)(C)N1O.CC1(C)CCCC(C)(C)N1O.CCO.CCO.O.O.O.O.O.O
Energy (eV): -60449.114
Multiplicity: 1
Orbital gap (Ha): 0.3058
HOMO energy (Eh): -0.3064

Last column: Mulliken charge in e.
CARTESIAN COORDINATES (ANGSTROEM)
1 C 0.55 0.87 1.61  -0.9139
2 C 1.67 -0.08 1.96  1.0000
3 O 1.40 -0.79 3.09  -0.4362
4 H -0.35 0.37 1.23  -0.2006
5 H 0.92 1.59 0.88  0.1113
6 H 0.31 1.37 2.55  0.7743
7 H 2.47 0.65 2.06  0.1468
8 H 2.03 -0.74 1.17  -0.2045
9 H 1.80 -1.66 3.10  0.1571
10 C -3.02 -0.82 5.52  -1.2745
11 C -2.01 -1.06 4.36  0.0532
12 O -1.23 0.11 4.21  -0.6656
13 H -3.77 -1.61 5.42  0.3731
14 H -3.45 0.18 5.55  0.3014
15 H -2.51 -1.00 6.47  0.3130
16 H -2.41 -1.32 3.38  0.1809
17 H -1.40 -1.90 4.69  0.1587
18 H -0.54 -0.15 3.60  0.1644
19 O -2.11 2.82 4.03  -0.6623
20 H -1.67 3.41 4.64  0.2820
21 H -1.79 1.95 4.26  0.4106
22 O -1.33 3.99 1.60  -0.7560
23 H -1.50 3.53 2.42  0.2342
24 H -1.99 3.65 0.99  0.3487
25 O 2.53 -3.07 4.99  -0.6475
26 H 3.31 -2.52 5.07  0.3436
27 H 1.80 -2.50 5.22  0.3040
28 O 4.12 2.03 4.53  -0.6618
29 H 3.54 2.25 3.80  0.4046
30 H 4.99 2.32 4.24  0.2694
31 O 3.10 3.27 2.40  -0.5975
32 H 3.90 3.56 1.98  0.2706
33 H 2.47 3.97 2.23  0.2783
34 O 3.08 -3.23 2.06  -0.5433
35 H 3.56 -2.83 2.78  0.2500
36 H 3.73 -3.33 1.36  0.2440
37 C -3.45 -3.40 -1.01  -2.0357
38 C -2.05 -2.82 -1.43  2.1926
39 C -1.54 -1.83 -0.36  0.7110
40 C -1.01 -2.51 0.91  -0.8187
41 C 0.11 -3.54 0.49  -0.2321
42 C -0.40 -4.57 -0.54  1.7659
43 N -1.04 -3.88 -1.69  0.8089
44 O -1.52 -4.76 -2.69  -0.5444
45 C 0.91 -5.33 -0.98  -1.8183
46 C -1.38 -5.60 0.13  -1.9598
47 C -2.16 -1.91 -2.62  -1.8604
48 H -4.23 -2.69 -1.26  0.4965
49 H -3.65 -3.62 0.04  0.2986
50 H -3.71 -4.33 -1.50  0.3786
51 H -0.73 -1.23 -0.78  -0.9226
52 H -2.38 -1.26 0.02  0.0721
53 H -1.84 -3.06 1.35  0.5642
54 H -0.67 -1.79 1.66  -0.2248
55 H 0.28 -4.09 1.41  0.7154
56 H 1.00 -2.98 0.20  -1.0155
57 H 1.39 -4.71 -1.74  0.2805
58 H 1.49 -5.44 -0.07  0.3831
59 H 0.56 -6.25 -1.46  0.4730
60 H -2.05 -5.21 0.89  0.2852
61 H -1.99 -6.12 -0.61  0.3970
62 H -0.79 -6.40 0.56  0.5278
63 H -2.41 -2.49 -3.50  0.6308
64 H -1.20 -1.53 -2.97  0.2125
65 H -2.80 -1.04 -2.52  0.1473
66 H -1.16 -4.46 -3.53  0.3182
67 C 3.29 1.32 -3.65  -1.7337
68 C 3.07 0.97 -2.18  1.5285
69 C 2.06 -0.24 -2.02  0.0245
70 C 2.63 -1.64 -2.30  -0.8411
71 C 3.79 -1.89 -1.27  -0.0605
72 C 4.82 -0.73 -1.34  1.6925
73 N 4.31 0.69 -1.39  0.8806
74 O 5.26 1.66 -1.47  -0.5292
75 C 5.64 -0.84 -0.05  -1.5931
76 C 5.79 -1.01 -2.54  -1.8194
77 C 2.33 2.17 -1.58  -1.6591
78 H 2.34 1.74 -3.96  0.4374
79 H 3.49 0.44 -4.26  0.3241
80 H 4.02 2.07 -3.95  0.3534
81 H 1.61 -0.23 -1.02  -0.9053
82 H 1.30 -0.03 -2.78  0.7454
83 H 3.00 -1.69 -3.33  0.6660
84 H 1.82 -2.36 -2.16  -0.2107
85 H 4.19 -2.86 -1.55  0.7548
86 H 3.31 -2.05 -0.31  -1.3737
87 H 5.65 -1.86 0.34  0.2892
88 H 6.65 -0.47 -0.19  0.3941
89 H 5.24 -0.18 0.73  0.2321
90 H 6.15 -2.04 -2.48  0.4686
91 H 5.27 -0.93 -3.49  0.2952
92 H 6.57 -0.25 -2.53  0.4112
93 H 2.91 3.06 -1.84  0.5539
94 H 2.37 2.04 -0.50  0.0607
95 H 1.29 2.24 -1.90  0.1756
96 H 5.28 2.01 -0.57  0.3371
97 C -5.33 2.38 -1.59  -1.9225
98 C -4.13 2.57 -0.60  1.4779
99 C -3.07 1.44 -0.75  -0.1054
100 C -2.22 1.57 -1.97  -0.1072
101 C -1.45 2.92 -2.06  -1.0257
102 C -2.43 4.14 -1.84  1.5075
103 N -3.42 3.87 -0.78  1.1874
104 O -4.33 4.90 -0.45  -0.6321
105 C -1.59 5.36 -1.52  -1.9354
106 C -3.15 4.46 -3.16  -2.0765
107 C -4.69 2.45 0.76  -2.0525
108 H -5.00 2.50 -2.62  0.3462
109 H -6.12 3.10 -1.40  0.3979
110 H -5.78 1.39 -1.53  0.3955
111 H -2.40 1.41 0.11  -0.4306
112 H -3.64 0.52 -0.66  0.5900
113 H -2.86 1.48 -2.85  0.4085
114 H -1.48 0.78 -2.11  -0.4662
115 H -0.89 3.11 -2.98  0.7959
116 H -0.72 2.93 -1.26  -0.0915
117 H -0.77 5.50 -2.22  0.3929
118 H -2.20 6.26 -1.61  0.4229
119 H -1.33 5.29 -0.47  0.2451
120 H -3.49 3.57 -3.68  0.3467
121 H -4.02 5.10 -3.03  0.3859
122 H -2.49 4.92 -3.89  0.4959
123 H -4.96 1.43 1.00  0.3752
124 H -5.45 3.18 1.05  0.3563
125 H -3.86 2.70 1.42  0.4563
126 H -3.97 5.19 0.39  0.3251